A structure of composition C53H65BrHfN7O4P2 at a distorted geometry. Source: the Open Molecules 2025 dataset; level of theory: ωB97M-V/def2-TZVPD.

Each line ends with the Mulliken charge.
Element x y z (Å)
Hf -0.604 -0.330 0.102  0.584
O 0.952 2.386 2.932  -0.562
C 1.866 1.658 3.641  0.562
C 2.676 2.340 4.534  -0.649
C 3.595 1.643 5.304  -0.459
C 3.720 0.263 5.186  -1.091
C 2.905 -0.406 4.288  -0.648
C 1.973 0.276 3.505  0.378
C 1.090 -0.508 2.587  -0.766
O 1.030 -0.077 1.256  -0.073
N -0.292 -0.410 3.066  -0.051
N -1.126 -1.260 2.294  0.276
C -1.806 -2.115 2.964  -0.873
C -2.824 -3.007 2.461  -0.038
Br -3.471 -2.612 0.741  0.026
C -3.349 -4.040 3.137  -0.724
C -2.938 -4.592 4.426  0.568
C -3.915 -5.261 5.168  -0.547
C -3.620 -5.779 6.417  -0.660
C -2.334 -5.661 6.926  -0.404
C -1.339 -5.042 6.176  -0.676
C -1.636 -4.514 4.932  -0.337
H 0.603 1.815 2.233  -0.029
H 2.566 3.413 4.625  0.541
H 4.214 2.182 6.008  0.448
H 4.433 -0.278 5.794  0.473
H 2.976 -1.487 4.197  0.533
H 1.416 -1.557 2.616  0.596
H -0.361 -0.597 4.064  0.383
H -1.651 -2.151 4.042  0.792
H -4.206 -4.524 2.678  0.421
H -4.919 -5.355 4.768  0.383
H -4.388 -6.281 6.990  0.412
H -2.098 -6.073 7.898  0.407
H -0.327 -4.994 6.557  0.398
H -0.834 -4.110 4.326  0.705
N 0.730 1.692 -2.254  0.191
P -0.305 0.525 -2.975  2.284
C -1.173 1.629 -4.148  0.477
C -2.001 2.604 -3.578  0.020
C -2.666 3.521 -4.375  -1.248
C -2.529 3.463 -5.760  -0.870
C -1.725 2.491 -6.332  -0.796
C -1.046 1.576 -5.531  -1.039
C 0.833 -0.427 -4.007  0.526
C 2.209 -0.229 -3.986  -1.044
C 3.039 -0.988 -4.802  -0.524
C 2.502 -1.946 -5.650  -0.752
C 1.126 -2.146 -5.683  -0.865
C 0.299 -1.395 -4.862  -0.773
P 0.515 2.084 -0.638  0.470
C 2.145 2.731 -0.207  0.958
C 3.284 2.142 -0.761  0.244
C 4.541 2.655 -0.479  -0.748
C 4.671 3.740 0.381  -0.947
C 3.545 4.304 0.961  -0.644
C 2.283 3.805 0.670  -1.093
C -0.572 3.499 -0.448  0.326
C -1.479 3.506 0.605  0.510
C -2.238 4.642 0.874  -0.997
C -2.105 5.760 0.067  -0.833
C -1.206 5.757 -1.001  -0.969
C -0.432 4.639 -1.246  -0.412
H 1.151 2.391 -2.861  0.564
H -2.121 2.655 -2.500  0.390
H -3.284 4.287 -3.921  0.565
H -3.043 4.179 -6.388  0.451
H -1.614 2.443 -7.408  0.475
H -0.407 0.838 -6.001  0.385
H 2.633 0.537 -3.350  0.396
H 4.110 -0.819 -4.789  0.503
H 3.149 -2.524 -6.297  0.414
H 0.699 -2.879 -6.357  0.490
H -0.774 -1.550 -4.911  0.608
H 3.182 1.296 -1.429  -0.451
H 5.420 2.226 -0.945  0.638
H 5.649 4.154 0.588  0.451
H 3.645 5.143 1.638  0.485
H 1.412 4.263 1.120  0.312
H -1.583 2.642 1.255  0.310
H -2.911 4.664 1.723  0.539
H -2.691 6.647 0.273  0.450
H -1.099 6.636 -1.624  0.514
H 0.280 4.650 -2.066  0.478
N 6.369 -2.187 0.422  -0.050
C 5.372 -2.343 1.549  -1.025
C 4.012 -2.650 0.934  -0.675
N 3.577 -1.663 -0.034  1.325
C 4.565 -1.415 -1.065  -0.056
C 5.949 -1.083 -0.522  -0.975
H 6.412 -3.065 -0.101  0.391
H 7.307 -2.019 0.786  0.364
H 5.361 -1.396 2.087  0.458
H 5.732 -3.133 2.205  0.430
H 3.285 -2.728 1.741  0.182
H 4.057 -3.630 0.445  0.504
H 3.199 -0.822 0.389  -0.681
H 4.241 -0.592 -1.700  -0.303
H 4.634 -2.299 -1.712  0.376
H 5.938 -0.164 0.064  0.424
H 6.704 -1.007 -1.302  0.390
C 1.160 -3.768 -1.718  -0.748
C -0.051 -3.074 -1.135  0.544
C -1.248 -3.234 -2.046  -0.984
O 0.268 -1.668 -0.919  0.390
H 0.935 -4.817 -1.910  0.488
H 2.010 -3.703 -1.037  -0.143
H 1.438 -3.286 -2.660  0.023
H -0.267 -3.504 -0.155  0.331
H -0.976 -2.955 -3.064  0.086
H -2.094 -2.619 -1.734  -0.146
H -1.579 -4.274 -2.054  0.575
C -3.830 1.462 1.740  -1.150
N -4.137 1.654 0.324  0.575
C -5.288 2.519 0.022  -0.741
C -6.295 1.761 -0.810  -0.698
C -5.596 1.296 -2.067  -0.661
N -4.318 0.623 -1.754  0.586
C -3.902 -0.371 -2.743  -0.677
C -3.668 0.819 -0.615  -0.874
O -2.558 0.192 -0.393  0.725
H -2.951 0.842 1.873  0.308
H -4.670 0.977 2.240  0.362
H -3.655 2.431 2.207  0.284
H -4.933 3.401 -0.516  0.248
H -5.703 2.855 0.969  0.459
H -7.135 2.402 -1.076  0.403
H -6.684 0.909 -0.247  0.306
H -5.384 2.135 -2.733  0.298
H -6.204 0.582 -2.621  0.418
H -3.831 0.098 -3.724  0.388
H -4.652 -1.163 -2.778  0.525
H -2.941 -0.793 -2.478  -0.302

Calculated values
- energy (eV) = -164546.680
- Kohn-Sham gap (eV) = 7.53
- energy above the lowest of the compared OMol25 structures with the same formula, charge and spin (kJ/mol) = 58.5
- LUMO level (eV) = -7.1
- net charge = +3

=====

A structure of composition C53H65N7O3PSSr at a distorted geometry. Source: the Open Molecules 2025 dataset; level of theory: ωB97M-V/def2-TZVPD.

Each line ends with the Mulliken charge.
Element x y z (Å)
Sr 0.951 -0.645 0.874  2.646
C 5.722 1.749 -4.410  -1.539
C 4.863 1.541 -3.192  -0.428
C 4.374 2.592 -2.451  0.023
C 3.593 2.368 -1.301  -1.068
C 3.083 3.338 -0.413  0.227
N 2.929 4.621 -0.534  0.049
C 2.362 5.429 0.568  -1.140
C 0.938 5.046 0.976  -0.766
C 0.777 3.721 1.737  -0.452
N -0.412 3.796 2.591  0.256
C -0.571 3.248 3.766  -0.960
C 0.216 2.245 4.395  1.137
C 0.314 2.324 5.806  -1.072
C 1.035 1.421 6.540  0.039
C 1.205 1.525 8.028  -1.645
C 1.584 0.342 5.822  -1.096
C 1.436 0.141 4.462  1.257
C 1.887 -1.184 3.994  -1.366
N 1.652 -1.750 2.874  0.185
C 2.008 -3.181 2.732  -1.343
C 2.107 -3.668 1.269  -0.345
C 3.316 -3.122 0.488  -1.052
N 3.047 -1.803 -0.104  0.584
C 3.757 -1.424 -1.091  -1.754
C 3.796 -0.045 -1.624  1.309
C 4.594 0.234 -2.713  -0.253
C 3.187 1.053 -0.926  -0.505
O 2.333 0.891 -0.004  -1.119
C 0.742 1.134 3.670  -0.125
O 0.508 0.981 2.428  1.004
H 6.164 2.743 -4.417  0.401
H 5.151 1.645 -5.336  0.198
H 6.536 1.026 -4.447  0.390
H 4.640 3.603 -2.741  0.487
H 2.739 2.929 0.528  0.739
H 3.187 5.091 -1.391  0.265
H 2.370 6.463 0.228  0.484
H 3.047 5.366 1.415  0.360
H 0.291 5.049 0.095  0.244
H 0.602 5.863 1.620  0.558
H 1.618 3.538 2.411  0.672
H 0.690 2.851 1.087  0.187
H -1.144 4.426 2.288  0.443
H -1.406 3.661 4.328  0.541
H -0.172 3.152 6.313  0.493
H 0.711 2.412 8.419  0.402
H 2.258 1.585 8.304  0.368
H 0.783 0.656 8.535  0.357
H 2.117 -0.420 6.384  0.523
H 2.409 -1.755 4.770  0.358
H 1.227 -3.757 3.234  0.483
H 2.946 -3.395 3.254  0.489
H 1.180 -3.455 0.714  -0.436
H 2.181 -4.755 1.311  0.540
H 3.652 -3.830 -0.278  0.638
H 4.149 -3.000 1.186  0.455
H 4.473 -2.117 -1.551  0.277
H 5.073 -0.600 -3.219  0.470
S 0.420 1.889 -2.717  -0.061
C 0.450 1.669 -4.409  0.175
N 1.623 1.298 -4.990  0.182
C 1.823 1.114 -6.319  -0.146
C 0.792 1.289 -7.187  -0.899
C -0.452 1.684 -6.655  -0.318
C -0.620 1.872 -5.310  -0.706
H 2.408 1.206 -4.351  -0.122
H 2.828 0.847 -6.612  0.439
H 0.945 1.155 -8.247  0.468
H -1.283 1.861 -7.325  0.458
H -1.562 2.207 -4.904  0.457
C -5.559 -3.540 0.210  -0.953
C -4.521 -3.244 -0.664  -1.080
C -3.514 -2.372 -0.274  0.223
C -3.536 -1.783 0.991  0.176
C -4.576 -2.093 1.861  -0.671
C -5.581 -2.966 1.472  -0.786
P -2.193 -0.621 1.383  0.460
C -2.163 -0.683 3.210  1.141
C -2.658 0.306 4.053  -0.355
C -2.625 0.143 5.432  -0.891
C -2.101 -1.016 5.986  -0.589
C -1.611 -2.015 5.154  -0.894
C -1.639 -1.845 3.780  -0.452
C -2.849 1.021 0.945  0.677
C -2.052 1.837 0.146  0.851
C -2.505 3.074 -0.296  -0.881
C -3.767 3.515 0.079  -0.817
C -4.578 2.707 0.870  -0.907
C -4.129 1.463 1.284  -0.086
H -6.346 -4.219 -0.088  0.415
H -4.507 -3.693 -1.649  0.415
H -2.706 -2.131 -0.957  0.569
H -4.595 -1.668 2.859  0.503
H -6.383 -3.201 2.159  0.464
H -3.079 1.213 3.637  0.480
H -3.024 0.915 6.077  0.434
H -2.090 -1.146 7.060  0.447
H -1.217 -2.929 5.580  0.459
H -1.271 -2.643 3.141  0.413
H -1.068 1.508 -0.176  -0.923
H -1.887 3.665 -0.961  0.541
H -4.136 4.472 -0.268  0.456
H -5.571 3.039 1.141  0.444
H -4.787 0.828 1.866  0.523
C -3.568 -1.307 -3.929  -1.104
C -2.914 -0.255 -3.070  0.140
O -1.571 -0.674 -2.763  0.287
H -4.600 -1.044 -4.158  0.447
H -3.592 -2.263 -3.404  -0.093
H -3.035 -1.433 -4.873  0.311
H -3.477 -0.103 -2.144  0.009
H -2.873 0.704 -3.589  0.314
H -1.074 0.133 -2.525  -0.782
N -0.216 -4.769 -4.029  -0.077
C 0.571 -3.510 -4.314  -0.850
C 1.217 -3.037 -3.017  -0.433
N 0.259 -2.840 -1.948  1.765
C -0.550 -4.026 -1.709  -0.807
C -1.257 -4.526 -2.958  -0.716
H 0.426 -5.498 -3.709  0.397
H -0.652 -5.124 -4.880  0.378
H -0.156 -2.784 -4.680  0.335
H 1.286 -3.746 -5.100  0.448
H 1.740 -2.102 -3.222  0.011
H 1.975 -3.762 -2.697  0.399
H -0.349 -2.046 -2.155  -0.518
H -1.308 -3.820 -0.953  0.154
H 0.089 -4.821 -1.306  0.541
H -1.925 -3.768 -3.369  0.230
H -1.802 -5.457 -2.812  0.405

Calculated values
- energy (eV) = -93531.330
- Kohn-Sham gap (eV) = 6.99
- energy above the lowest of the compared OMol25 structures with the same formula, charge and spin (kJ/mol) = 0.0
- LUMO level (eV) = -7.0
- net charge = +3